Density functional theory data (ωB97M-V with the def2-TZVPD basis set) for a cluster of 2 separate species, C3H11N2O in total.

Element x y z (Å)
C 1.28183 0.31869 -1.04054
N 0.29827 1.39028 -0.91472
O 1.06096 -0.63331 -1.86525
H 2.10388 0.38603 -0.33143
H 0.65273 2.25842 -0.55529
H -0.23993 1.52094 -1.75351
C 0.06758 -1.36312 0.99804
N -0.99516 -0.36344 0.73447
C -1.59679 0.21557 1.95041
H 0.46209 -1.68352 0.03738
H 0.85210 -0.87597 1.56738
H -0.34823 -2.19254 1.56376
H -1.71180 -0.81108 0.15619
H -0.58130 0.42009 0.11018
H -2.00030 -0.58226 2.56372
H -2.38784 0.90498 1.65852
H -0.82102 0.74053 2.48910

Forces on the atoms, in the same order (eV/Å):
0.8 0.3 -0.6
-0.9 -0.6 0.9
-0.5 -0.1 0.4
0.1 0.0 0.1
0.2 0.3 -0.1
0.2 0.1 -0.5
0.0 -0.1 0.1
-0.2 -0.4 -0.2
-0.1 -0.1 -0.4
0.1 -0.1 -0.1
0.0 0.0 0.0
-0.1 -0.1 0.1
0.1 0.2 0.1
0.2 0.4 -0.2
-0.1 0.0 0.1
0.1 0.0 0.1
0.1 0.1 0.1

**2S+1**: 2
**Energy above the lowest of the compared OMol25 structures with the same formula, charge and spin**: 132.2 kJ/mol
**Orbital gap (spin up / spin down)**: 3.8 / 8.0 eV
**Lowest unoccupied orbital energy (spin up / spin down)**: 0.0139 / 0.0111 Ha
**E_HOMO (spin up / spin down)**: -3.384 / -7.657 eV

These are the natural (NBO) partial charges, in e, on atoms 1 to 2:
1. C 0.090
2. N -0.921